This record from the Open Molecules 2025 dataset describes C30H22INRhS as an isolated structure. The level of theory is ωB97M-V/def2-TZVPD.

XYZ file:
```
56
C30H22INRhS ωB97M-V/def2-TZVPD
S -2.071 -1.825 -0.315
C 0.550 1.964 1.054
C 5.592 -0.887 -0.367
C -5.144 -0.942 2.154
C 8.370 -1.057 -0.402
H 0.135 5.136 -0.146
C 0.126 4.010 2.313
H 8.159 -1.552 -2.479
C 0.489 3.407 -1.340
H 0.462 1.385 4.427
H -6.050 -1.421 2.501
H -4.605 -2.570 0.863
Rh 1.027 -0.603 -0.367
H -1.463 0.023 -1.355
C -3.178 -2.235 -1.646
C 7.710 -0.728 0.775
C 4.166 -0.800 -0.340
C 0.733 1.303 -0.186
C -4.095 -1.311 -2.132
H -4.212 -0.346 -1.653
C 0.319 3.363 1.069
C -4.872 -1.653 -3.224
H -5.434 0.820 3.341
C -4.795 0.318 2.626
C -4.334 -1.590 1.237
H -1.906 0.767 0.910
H 0.476 3.947 -2.277
C -4.730 -2.905 -3.814
C 7.645 -1.298 -1.561
C -3.635 0.935 2.183
H 0.825 1.504 -2.310
H 5.692 -1.399 -2.448
C -3.027 -3.486 -2.225
H 9.449 -1.126 -0.416
H 0.022 3.824 4.432
C 0.414 1.926 3.491
C -3.814 -3.820 -3.317
H -5.343 -3.167 -4.666
H -3.363 1.916 2.550
N -1.014 -0.757 -0.879
C -3.179 -0.956 0.797
H -2.307 -4.190 -1.826
H -5.593 -0.948 -3.614
H 8.275 -0.537 1.677
C 2.955 -0.705 -0.330
H 5.808 -0.388 1.710
C -2.814 0.295 1.264
C 0.298 4.066 -0.160
H -0.046 5.079 2.318
I 0.993 -0.759 2.201
C 0.167 3.315 3.489
C 0.596 1.301 2.296
C 0.691 2.007 -1.355
H -3.712 -4.793 -3.777
C 6.264 -1.214 -1.548
C 6.329 -0.644 0.797
```

Output
orbital gap	5.911	eV
energy above the lowest of the compared OMol25 structures with the same formula, charge and spin	0.000	eV
E_LUMO	-4.510	eV
maximum force	0.6	eV/A
net charge	+1

natural (NBO) population analysis, charges in e, atoms 1 to 4: number 1, S, carries 1.12; number 2, C, carries -0.20; number 3, C, carries -0.07; number 4, C, carries -0.18

This record from the Open Molecules 2025 dataset describes C48H49N10O3SSbSr as an isolated structure at a distorted geometry. The level of theory is ωB97M-V/def2-TZVPD.

XYZ file:
```
113
C48H49N10O3SSbSr ωB97M-V/def2-TZVPD
H 0.417 1.292 -3.373
H -0.162 6.012 1.064
C 4.724 -2.071 -1.174
H 4.344 0.070 -2.836
S -1.448 3.407 2.980
H -1.955 -0.492 -6.541
H 5.109 -2.516 -0.259
H 4.202 -1.960 -6.052
H -0.660 -5.060 -2.404
C -0.369 -1.765 5.399
H -2.863 -4.832 2.553
N 0.502 0.224 4.450
C 1.241 -1.902 3.631
C 3.941 0.233 -1.844
H -1.592 -4.178 0.469
C -3.384 3.077 -1.541
C 2.003 4.724 4.206
H -1.150 -1.763 0.118
H -0.659 -1.989 -8.039
C -2.756 2.346 -0.541
C 2.830 1.604 -0.231
H -3.635 -3.030 4.065
H 0.988 -6.118 -0.919
H 5.540 -1.948 -1.886
N 0.149 1.000 -2.443
C -0.284 -0.373 5.346
C -1.922 -3.450 1.199
H 1.842 -1.618 -2.951
C -3.226 -0.369 3.756
H -2.553 -3.882 -2.750
C 0.890 -5.040 -0.925
N -2.756 0.804 3.510
C 2.025 2.685 2.975
H -3.133 4.939 4.412
C -0.038 -4.442 -1.774
C 1.394 -1.940 -5.355
C -1.045 1.684 -2.017
H -5.072 -1.300 4.358
C 0.380 -2.529 4.524
H -3.244 3.728 -3.603
C 1.539 -2.871 -0.127
C 3.316 1.417 -1.521
C 0.666 -2.242 -1.001
N -3.302 1.815 4.226
O -0.999 2.541 -4.274
H 3.210 2.204 -2.258
N 0.488 -0.833 -0.995
H 1.505 -2.937 -7.225
C -4.284 -0.674 4.779
H 1.177 6.382 3.123
C 1.435 5.332 3.106
H 1.195 5.496 0.051
H -0.846 0.219 7.322
C -0.173 -3.061 -1.794
H -4.221 3.812 5.132
N 1.448 3.272 1.917
H 2.348 2.528 0.047
C -0.287 -1.741 -7.054
C 0.565 -0.257 -2.158
H 3.457 -0.630 -5.130
H 1.873 -2.470 2.961
C -2.801 3.152 -2.799
C -1.640 -2.106 1.008
C -2.758 2.993 4.001
N 3.612 -0.575 0.369
H 2.149 -2.258 0.521
C -1.008 -0.904 -6.216
H 2.754 2.859 4.986
C -0.370 3.795 -4.498
H 0.309 -3.609 4.546
O 2.569 -2.500 -4.892
H -3.863 -1.210 5.636
H -2.652 -2.453 -3.806
C 0.454 5.160 0.781
C 4.066 -0.756 -0.867
H -1.106 4.588 -4.646
Sb 2.842 0.716 2.826
C -1.040 0.513 6.288
H -4.716 0.256 5.134
C 2.986 0.571 0.684
C 2.302 3.370 4.146
Sr -0.285 1.031 1.427
C -1.563 1.625 -0.726
N -3.316 4.005 4.734
H 2.366 -4.715 0.594
O -1.116 -2.402 -2.515
C -1.977 -3.165 -3.340
C 1.660 -4.259 -0.088
H -1.415 -3.689 -4.118
C 0.672 -1.097 -4.501
H 2.209 5.295 5.103
C -2.623 -3.798 2.340
H -1.022 -2.237 6.123
H -1.150 0.030 -4.301
C -2.709 -1.464 2.921
H -0.739 1.547 6.137
N -1.958 -1.140 1.860
C -3.047 -2.792 3.191
H -3.208 2.360 0.449
C -0.546 -0.591 -4.946
N 1.226 -0.867 -3.231
H -0.186 4.415 0.306
H 0.234 3.692 -5.398
C -1.625 2.465 -3.027
H -2.115 0.456 6.113
H 0.269 4.066 -3.651
C 1.135 4.571 1.980
C 1.263 -0.515 3.636
H 4.415 -1.876 -4.291
H -4.308 3.609 -1.343
C 3.721 -1.690 -5.109
H 3.999 -2.767 -1.603
C 0.919 -2.266 -6.611
```

Output
orbital gap	7.161	eV
energy above the lowest of the compared OMol25 structures with the same formula, charge and spin	0.076	eV
E_LUMO	0.308	eV
maximum force	1.3	eV/A
net charge	0

Mulliken population analysis, charges in e, atoms 1 to 4: number 1, H, carries 0.65; number 2, H, carries 0.43; number 3, C, carries -1.56; number 4, H, carries 0.55

Among the records above, which one has the lowest maximum force?
C30H22INRhS

Number 1 is which compound?
C30H22INRhS

Which of these has the lowest E_LUMO?
C30H22INRhS